This record from the Open Molecules 2025 dataset describes a structure of composition C45H56BBr2FN5O4STa. The level of theory is ωB97M-V with the def2-TZVPD basis set.

The calculation puts the orbital gap at 7.4116 eV. As for the net charge: +2. The total energy comes out at -8050.92437 a.u. The HOMO energy is -13.27 eV.

Atoms and positions in Å:
Ta  -0.52545  -0.72718  0.76772
C  -0.85893  4.66368  5.66794
C  -2.09414  4.12166  4.93009
C  -3.04087  3.44334  5.93520
C  -2.82394  5.28899  4.26503
C  -1.64285  3.07733  3.92328
C  -0.90483  1.96457  4.34049
C  -0.51584  1.01626  3.42770
N  -0.80934  1.10940  2.11918
C  -1.50196  2.17476  1.69085
C  -1.93493  3.15761  2.56339
C  -1.74968  2.19624  0.23172
C  -2.30807  3.27080  -0.42746
C  -2.47144  3.24871  -1.81509
C  -2.03488  2.10184  -2.46750
C  -1.47287  1.06332  -1.75169
N  -1.33304  1.09776  -0.42156
C  -3.10536  4.43038  -2.53031
C  -4.55956  4.55787  -2.04629
C  -2.32795  5.70853  -2.17904
C  -3.09760  4.24833  -4.04761
H  -1.17108  5.43874  6.37037
H  -0.14227  5.10710  4.97231
H  -0.34917  3.88735  6.24287
H  -3.39007  4.18321  6.65884
H  -2.53999  2.64686  6.49110
H  -3.91515  3.01957  5.43470
H  -3.10355  6.01655  5.02787
H  -3.74576  4.96873  3.77000
H  -2.19006  5.80682  3.53856
H  -0.62736  1.83484  5.37801
H  0.06314  0.15324  3.73924
H  -2.50138  3.99144  2.17987
H  -2.60926  4.14105  0.13544
H  -2.11646  2.00106  -3.54090
H  -1.12559  0.16914  -2.25375
H  -4.61471  4.73598  -0.96863
H  -5.13355  3.65620  -2.27563
H  -5.03850  5.40269  -2.54724
H  -2.38363  5.94826  -1.11524
H  -2.75456  6.55226  -2.72433
H  -1.27531  5.62276  -2.45976
H  -3.69741  3.38934  -4.36008
H  -2.08279  4.13243  -4.43937
H  -3.52974  5.13337  -4.51652
C  -3.65933  -2.50624  2.33709
C  -2.34647  -2.69326  3.04196
C  -2.41304  -3.49169  4.21376
C  -1.31094  -3.78666  4.95694
C  -0.06081  -3.29133  4.52635
C  1.18062  -3.51366  5.17598
Br  1.23962  -4.53434  6.75671
C  2.34325  -2.99911  4.67814
C  2.33426  -2.24675  3.48985
Br  3.93313  -1.53695  2.82118
C  1.15177  -2.04186  2.83280
O  1.02358  -1.34376  1.68592
C  -0.06392  -2.53426  3.34737
N  -1.18221  -2.20562  2.61019
H  -3.83137  -3.38629  1.70683
H  -3.73170  -1.62558  1.71608
H  -4.45459  -2.49090  3.08005
H  -3.38663  -3.85963  4.50837
H  -1.38254  -4.38824  5.85366
H  3.28090  -3.17111  5.18765
F  -2.36000  -1.03254  0.49029
C  7.52748  1.10202  -1.65215
C  6.09819  1.41504  -1.22719
C  5.16292  0.26073  -1.55327
N  3.77152  0.64710  -1.27456
C  2.80966  -0.05909  -0.71948
S  1.44327  0.81831  -0.16029
N  2.91401  -1.39648  -0.53918
C  3.50325  -2.43242  -1.32202
O  3.81269  -3.44164  -0.74376
C  3.59012  -2.26617  -2.79245
C  4.61633  -2.94203  -3.45051
C  4.73741  -2.83594  -4.82567
C  3.82107  -2.07806  -5.54545
C  2.77665  -1.43427  -4.89392
C  2.65755  -1.52492  -3.51590
H  8.18744  1.94451  -1.44038
H  7.58364  0.89323  -2.72340
H  7.91793  0.23181  -1.11721
H  5.74632  2.31888  -1.73844
H  6.05505  1.62289  -0.15441
H  5.39811  -0.60988  -0.93555
H  5.25959  -0.03348  -2.59988
H  3.55321  1.62227  -1.41370
H  2.49004  -1.74073  0.30886
H  5.31209  -3.53915  -2.87252
H  5.54215  -3.34766  -5.33950
H  3.91395  -2.00099  -6.62220
H  2.04764  -0.87059  -5.46523
H  1.81691  -1.05517  -3.01559
C  -2.20859  -2.76827  -3.40406
C  -0.74912  -3.04448  -3.07496
C  0.03580  -3.31771  -4.34089
O  -0.24060  -1.80114  -2.47018
B  -0.23169  -1.98849  -1.12575
O  -0.41223  -3.27412  -0.72764
C  -0.54571  -4.11478  -1.94035
C  0.73423  -4.91806  -2.05629
C  -1.72671  -5.03995  -1.72077
H  -2.25976  -1.93718  -4.11014
H  -2.77520  -2.49733  -2.50952
H  -2.68349  -3.63487  -3.86806
H  -0.14975  -2.52419  -5.06597
H  -0.28718  -4.26034  -4.78846
H  1.10716  -3.37341  -4.15228
H  1.61229  -4.28162  -2.13061
H  0.70362  -5.57045  -2.93285
H  0.84559  -5.54457  -1.17046
H  -2.63556  -4.48743  -1.48249
H  -1.50374  -5.72186  -0.89900
H  -1.91132  -5.64135  -2.61520